(1)
The following is a DFT calculation (ωB97M-V/def2-TZVPD) of a cluster of 2 separate species, C7H10N2 in total.

The energy above the lowest of the compared OMol25 structures with the same formula, charge and spin comes out at 409.79 kJ/mol. Its calculated total energy is -382.0961 Ha. The gap between HOMO and LUMO is 0.3435 hartree. For the highest occupied orbital energy, the calculation gives -8.716 eV. The net charge is 0.

Each line ends with the Mulliken charge.
Element x y z (Å)
C 2.906 1.748 -0.104  -0.533
C 2.094 1.167 -1.009  -0.179
C 1.103 1.565 0.933  -0.091
C -1.041 0.947 -1.870  -0.933
C -0.325 0.573 -0.753  0.271
C -0.267 -1.366 1.444  -0.733
C -0.755 -1.435 0.077  -0.620
N 2.295 2.021 1.099  -0.639
N 0.901 1.092 -0.320  0.108
H 3.911 2.076 -0.271  0.408
H 2.208 0.751 -1.993  0.421
H 0.370 1.535 1.717  0.423
H -0.849 1.733 -2.540  0.371
H -2.013 0.458 -2.035  0.227
H -0.030 -2.355 1.735  0.344
H -0.848 -0.787 2.258  0.211
H 0.744 -0.892 1.251  0.204
H 0.009 -1.986 -0.526  0.247
H -1.721 -1.431 -0.188  0.492

=====

(2)
The following is a DFT calculation (ωB97M-V/def2-TZVPD) of a structure of composition CHNO2S.

The energy above the lowest of the compared OMol25 structures with the same formula, charge and spin comes out at 126.69 kJ/mol. Its calculated total energy is -642.0424 Ha. The gap between HOMO and LUMO (alpha / beta) is 0.2724 / 0.2727 hartree. For the highest occupied orbital energy (alpha / beta), the calculation gives -8.303 / -8.339 eV. The net charge is 0.

Each line ends with the Mulliken charge.
Element x y z (Å)
C 0.638 -0.304 1.513  0.701
N 0.363 0.001 0.380  -0.479
O 0.749 -0.498 2.644  -0.342
O 1.998 -2.064 -0.869  -0.390
S 2.395 -0.668 -0.478  0.237
H -0.448 0.041 -0.200  0.271

=====

(3)
The following is a DFT calculation (ωB97M-V/def2-TZVPD) of the ion C2H7N4O with charge +1.

As for the structure (SMILES): N=C=NONC[NH3+]. The energy above the lowest of the compared OMol25 structures with the same formula, charge and spin comes out at 656.09 kJ/mol. Its calculated total energy is -374.1997 Ha. The gap between HOMO and LUMO is 0.3590 hartree. For the highest occupied orbital energy, the calculation gives -13.406 eV. The net charge is +1.

Each line ends with the Mulliken charge.
Element x y z (Å)
N -0.972 -2.003 0.339  -0.482
C -1.334 -0.867 0.369  0.545
N -1.967 0.195 0.398  -0.271
O -1.662 1.474 0.207  -0.093
N -0.355 1.567 -0.351  -0.102
C 0.252 0.439 -0.870  -0.559
N 1.335 -0.128 0.379  -0.499
H -0.547 -2.587 1.016  0.286
H -0.247 2.479 -0.659  0.233
H -0.247 -0.483 -1.078  0.492
H 1.040 0.603 -1.663  0.403
H 1.758 -1.035 0.241  0.339
H 0.801 -0.189 1.201  0.339
H 2.144 0.536 0.469  0.368

=====

(4)
The following is a DFT calculation (ωB97M-V/def2-TZVPD) of a cluster of 3 separate species, C27H67N7O7P2S in total.

As for the structure (SMILES): CCOC[C@H](CO[C@@H](S)CCCOC)OCCC(=O)N(C)C.CN(C)P(=O)(N(C)C)N(C)C.CN(C)P(=O)(N(C)C)N(C)C. Its calculated total energy is -3059.2197 Ha. The gap between HOMO and LUMO is 0.2428 hartree. For the highest occupied orbital energy, the calculation gives -7.667 eV. The net charge is 0.

Each line ends with the Mulliken charge.
Element x y z (Å)
C -3.034 5.750 7.036  -0.791
C -2.253 6.634 5.891  -0.330
O -2.942 6.713 4.594  -0.306
C -3.541 5.426 4.199  -0.463
C -3.677 5.374 2.584  0.457
C -4.221 6.882 2.108  -0.508
O -5.076 6.845 0.914  -0.449
C -4.321 6.572 -0.317  0.873
S -5.632 6.498 -1.707  -0.272
C -3.254 7.736 -0.757  -0.464
C -2.419 7.377 -2.159  -0.297
C -0.947 6.659 -1.820  -0.475
O -0.803 5.478 -2.703  -0.426
C -1.542 4.314 -2.175  -0.036
O -4.447 4.318 1.975  -0.420
C -5.066 3.358 2.875  -0.433
C -4.025 2.175 3.440  -0.717
C -3.003 1.634 2.270  0.114
O -1.672 1.765 2.497  -0.610
N -3.402 0.989 0.960  0.674
C -3.659 1.998 -0.139  -0.805
C -4.524 -0.013 1.114  -0.870
H -2.721 4.609 6.913  0.226
H -4.214 5.898 7.013  0.239
H -2.588 6.070 8.096  0.326
H -1.110 6.322 5.763  0.236
H -2.213 7.751 6.311  0.298
H -4.591 5.366 4.753  0.101
H -2.805 4.553 4.524  0.340
H -2.569 5.315 2.142  0.025
H -3.273 7.563 2.027  0.231
H -4.888 7.357 2.977  0.288
H -3.859 5.493 -0.283  -0.506
H -6.769 7.177 -1.166  0.150
H -2.397 7.895 0.059  0.224
H -3.743 8.817 -0.884  0.211
H -2.193 8.357 -2.771  0.320
H -2.981 6.617 -2.848  0.230
H -0.123 7.433 -2.173  0.297
H -0.830 6.398 -0.684  0.278
H -2.314 3.869 -2.970  0.250
H -2.065 4.620 -1.167  -0.192
H -0.825 3.401 -1.904  0.169
H -5.738 3.813 3.734  0.313
H -5.839 2.737 2.206  0.341
H -4.741 1.260 3.709  0.403
H -3.483 2.482 4.431  0.244
H -2.996 2.966 -0.043  -0.027
H -4.812 2.216 -0.159  0.365
H -3.378 1.500 -1.182  0.396
H -5.021 -0.211 0.052  0.368
H -4.100 -1.039 1.483  0.130
H -5.381 0.311 1.849  0.312
C 1.066 -1.984 0.234  -0.611
N 0.092 -1.437 -0.706  0.134
C -0.351 -0.138 -0.192  -1.234
P -1.111 -2.304 -1.599  0.895
O -1.034 -1.309 -2.783  -0.779
N -0.303 -3.530 -2.533  0.283
C 1.065 -3.961 -2.282  -1.526
C -0.494 -3.477 -3.991  -1.032
N -1.200 -3.448 -0.238  -0.006
C -1.593 -4.842 -0.549  -1.006
C -2.238 -2.991 0.713  -1.084
H 0.619 -2.356 1.151  0.250
H 1.801 -1.216 0.522  0.377
H 1.685 -2.772 -0.197  0.032
H -0.910 -0.238 0.740  0.457
H -0.998 0.384 -0.908  0.195
H 0.498 0.524 -0.004  0.351
H 1.790 -3.159 -2.460  0.464
H 1.340 -4.801 -2.939  0.489
H 1.185 -4.365 -1.280  0.343
H 0.148 -2.717 -4.449  0.327
H -1.536 -3.263 -4.244  0.332
H -0.257 -4.443 -4.460  0.290
H -2.506 -4.874 -1.154  0.356
H -1.770 -5.414 0.371  0.370
H -0.813 -5.402 -1.068  0.298
H -3.229 -2.970 0.231  0.464
H -2.040 -1.982 1.081  0.055
H -2.287 -3.636 1.596  0.480
C 7.127 -6.611 0.284  -0.812
N 5.905 -6.556 -0.512  0.124
C 5.117 -7.756 -0.216  -1.113
P 5.727 -5.962 -2.129  0.834
O 4.279 -5.486 -1.858  -0.688
N 6.298 -4.319 -2.160  0.188
C 7.115 -3.731 -1.108  -1.297
C 5.333 -3.298 -2.599  -1.068
N 7.392 -6.509 -2.440  -0.093
C 8.167 -5.775 -3.467  -0.962
C 7.359 -7.899 -2.949  -1.091
H 7.850 -7.332 -0.086  0.278
H 6.900 -6.888 1.326  0.376
H 7.620 -5.644 0.385  0.176
H 5.615 -8.665 -0.558  0.321
H 4.129 -7.722 -0.692  0.268
H 4.938 -7.856 0.859  0.377
H 6.579 -3.667 -0.155  0.318
H 7.426 -2.709 -1.377  0.422
H 8.054 -4.262 -0.981  0.415
H 4.639 -3.033 -1.794  0.339
H 4.760 -3.643 -3.464  0.307
H 5.843 -2.377 -2.918  0.339
H 7.600 -5.677 -4.400  0.354
H 9.111 -6.289 -3.689  0.370
H 8.474 -4.779 -3.141  0.288
H 6.809 -7.955 -3.901  0.380
H 6.864 -8.578 -2.251  0.245
H 8.368 -8.297 -3.099  0.412

=====

(5)
The following is a DFT calculation (ωB97M-V/def2-TZVPD) of a structure of composition C4H2O2Sc.

The multiplicity is 2. The energy above the lowest of the compared OMol25 structures with the same formula, charge and spin comes out at 400.15 kJ/mol. Its calculated total energy is -1063.7711 Ha. The gap between HOMO and LUMO (alpha / beta) is 0.1905 / 0.1909 hartree. For the highest occupied orbital energy (alpha / beta), the calculation gives -16.467 / -16.473 eV. The net charge is +2.

Each line ends with the Mulliken charge.
Element x y z (Å)
H 2.845 0.023 0.554  0.391
C 1.772 -0.121 0.478  0.142
C 0.793 -0.417 -0.411  0.202
O 0.931 0.072 1.524  -0.126
O -0.173 -0.310 0.692  -0.258
Sc -2.162 0.828 0.902  1.768
C 0.547 -0.293 -2.403  0.079
C 0.490 -1.232 -1.592  -0.600
H 0.535 0.468 -3.170  0.403

=====

(6)
The following is a DFT calculation (ωB97M-V/def2-TZVPD) of a structure of composition C14H33InN7O6.

Its calculated total energy is -1577.5347 Ha. The gap between HOMO and LUMO (alpha / beta) is 0.1628 / 0.1629 hartree. For the highest occupied orbital energy (alpha / beta), the calculation gives -11.330 / -11.330 eV. The net charge is +1.

Each line ends with the Mulliken charge.
Element x y z (Å)
O 4.415 2.211 -0.612  -0.743
H 5.411 2.281 -0.606  0.261
In 1.858 0.253 0.178  1.345
N 1.472 1.597 -1.511  0.537
N 0.542 1.959 0.912  0.796
N 1.981 -1.820 -0.396  0.385
N 0.597 -0.965 1.560  0.367
O 1.458 1.268 -2.725  -0.362
O 2.755 -2.198 -1.434  -0.586
O -0.165 -0.491 2.589  -0.586
O -0.200 2.042 1.978  -0.592
C 0.679 3.075 0.151  0.242
C 1.264 2.897 -1.126  0.365
C 1.423 -2.773 0.348  0.285
C 0.626 -2.293 1.437  0.521
C 1.696 3.944 -2.072  -1.337
H 2.798 3.981 -2.079  0.291
H 1.284 4.914 -1.788  0.417
H 1.357 3.674 -3.076  0.369
C 0.153 4.368 0.670  -1.438
H 0.657 4.613 1.614  0.313
H -0.929 4.306 0.846  0.313
H 0.341 5.162 -0.060  0.432
C 1.595 -4.200 0.015  -1.593
C -0.095 -3.223 2.352  -1.655
H 2.454 -4.329 -0.642  0.424
H 0.697 -4.574 -0.484  0.337
H 1.738 -4.792 0.918  0.418
H -0.864 -2.665 2.894  0.406
H 0.605 -3.672 3.073  0.384
H -0.555 -4.062 1.813  0.386
H 3.352 -1.332 -1.541  0.466
H -0.205 0.516 2.383  0.368
C 3.516 0.981 1.406  -1.502
H 4.060 1.775 0.835  0.450
H 4.144 0.112 1.623  0.388
H 3.109 1.326 2.355  0.373
O 3.990 -0.001 -1.415  -0.892
H 4.163 1.243 -1.039  0.286
H 4.881 -0.328 -1.247  0.251
C -3.362 0.260 1.920  -1.060
N -3.569 -0.463 0.677  0.181
C -4.453 -1.608 0.774  -1.343
C -2.618 -0.367 -0.312  0.627
N -1.477 0.236 -0.189  -0.159
N -2.883 -0.996 -1.499  0.103
C -4.209 -1.067 -2.078  -1.190
C -1.804 -0.965 -2.456  -0.865
H -4.237 0.114 2.551  0.491
H -3.246 1.332 1.714  0.326
H -2.466 -0.101 2.448  0.308
H -5.480 -1.321 0.515  0.333
H -4.130 -2.451 0.150  0.405
H -4.482 -1.955 1.811  0.478
H -1.451 0.759 0.688  -0.498
H -4.229 -0.518 -3.038  0.434
H -4.434 -2.119 -2.306  0.324
H -4.982 -0.668 -1.407  0.377
H -1.488 0.063 -2.679  0.259
H -0.940 -1.469 -2.011  0.135
H -2.116 -1.475 -3.369  0.443

=====

(7)
The following is a DFT calculation (ωB97M-V/def2-TZVPD) of a cluster of 2 separate species, C6H12N2 in total.

As for the structure (SMILES): Cc1c[nH]cn1.CC. The energy above the lowest of the compared OMol25 structures with the same formula, charge and spin comes out at 85.21 kJ/mol. Its calculated total energy is -345.2954 Ha. The gap between HOMO and LUMO is 0.3443 hartree. For the highest occupied orbital energy, the calculation gives -8.483 eV. The net charge is 0.

Each line ends with the Mulliken charge.
Element x y z (Å)
C -1.902 -0.793 1.226  -1.093
C -0.682 -1.673 1.107  0.566
C 0.589 -1.190 1.086  -0.367
N 1.491 -2.236 1.121  -0.099
C 0.677 -3.380 1.106  -0.282
N -0.581 -3.042 1.245  -0.597
H -2.749 -1.348 1.602  0.332
H -1.969 -0.361 0.190  0.226
H -1.725 0.104 1.811  0.315
H 0.934 -0.180 0.968  0.391
H 2.442 -2.057 0.851  0.240
H 0.839 -4.425 1.312  0.369
C 0.380 2.025 -1.161  -0.629
C 0.219 3.094 -2.215  -1.037
H 0.250 2.467 -0.173  0.293
H -0.214 1.109 -1.232  0.230
H 1.427 1.717 -1.312  0.251
H 0.753 2.924 -3.143  0.306
H 0.661 4.049 -1.912  0.297
H -0.841 3.194 -2.476  0.286

=====

(8)
The following is a DFT calculation (ωB97M-V/def2-TZVPD) of a structure of composition C17H12F6IN4O6S3W.

The multiplicity is 3. The energy above the lowest of the compared OMol25 structures with the same formula, charge and spin comes out at 154.45 kJ/mol. Its calculated total energy is -3483.6211 Ha. The gap between HOMO and LUMO (alpha / beta) is 0.2374 / 0.2454 hartree. For the highest occupied orbital energy (alpha / beta), the calculation gives -11.444 / -11.646 eV. The net charge is +1.

Each line ends with the Mulliken charge.
Element x y z (Å)
W 0.569 0.601 0.143  1.652
C 0.591 -4.112 -2.301  -0.867
C -0.432 -3.040 -1.969  0.087
N -1.612 -3.454 -2.449  -0.579
C -2.712 -2.818 -2.159  -1.152
C -2.775 -1.691 -1.348  0.603
C -4.090 -1.015 -1.075  -0.762
O -4.049 0.360 -1.439  -0.514
C -1.570 -1.218 -0.837  0.487
C -1.454 0.015 -0.060  -1.039
N -0.868 -0.046 1.247  -0.075
C -1.584 0.358 2.389  -0.071
C -2.266 -0.557 3.194  -0.553
C -2.989 -0.092 4.275  -0.659
C -3.049 1.261 4.558  -0.545
C -2.381 2.181 3.771  -0.707
C -1.642 1.720 2.679  0.862
I -0.566 2.970 1.474  0.298
C -0.375 -1.908 -1.161  1.232
O 0.792 -1.329 -0.701  -0.886
H 0.285 -4.600 -3.222  0.482
H 0.486 -4.858 -1.507  0.265
H 2.553 -4.333 -3.111  0.314
H -3.618 -3.218 -2.601  0.350
H -4.330 -1.069 -0.007  0.226
H -4.874 -1.553 -1.611  0.472
H -4.653 0.517 -2.168  0.314
H -2.253 0.748 -0.170  0.829
H -2.217 -1.612 2.973  0.469
H -3.514 -0.794 4.907  0.404
H -3.622 1.608 5.406  0.399
H -2.435 3.233 4.009  0.411
F 4.014 4.357 2.332  -0.188
C 4.293 4.113 1.058  0.563
F 5.293 3.244 0.987  -0.190
F 4.621 5.237 0.445  -0.190
S 2.770 3.417 0.256  1.188
O 2.551 2.120 0.890  -0.716
O 1.763 4.400 0.428  -0.694
N 3.241 3.305 -1.258  -0.556
S 2.887 1.993 -2.033  1.150
O 1.588 1.427 -1.575  -0.944
O 3.025 2.118 -3.430  -0.587
C 4.162 0.715 -1.504  0.717
F 3.692 -0.028 -0.488  -0.151
F 4.443 -0.076 -2.519  -0.222
F 5.257 1.334 -1.100  -0.219
S 2.386 -2.629 0.074  0.133
C 2.620 -3.479 -1.299  0.273
N 2.047 -3.824 -2.394  -0.115